Entry from the OMol25 dataset: C18H40ClFNO6PSSb as an isolated structure at a distorted geometry (the ωB97M-V functional and the def2-TZVPD basis).

Structure (ORCA input):
```
! RIJCOSX wB97M-V def2-TZVPD def2/J DEFGRID3
* xyz -1 1
C -0.14 -4.04 2.69
C 0.75 -2.89 3.13
C 0.56 -1.55 2.44
Cl -1.08 -0.92 2.77
Sb 1.23 -1.26 0.34
C 2.86 0.00 1.15
C 2.42 1.24 1.94
C 3.34 2.45 1.80
F 4.19 2.56 2.89
C -0.29 -2.66 -0.60
S -2.00 -2.64 -0.29
O -2.52 -1.30 -0.21
O -2.66 -3.55 -1.20
O 0.01 0.34 0.06
C -0.34 0.66 -1.25
C -0.04 2.13 -1.65
C 0.82 2.89 -0.64
C 0.41 2.30 -3.10
C 1.60 1.49 -3.65
C 1.20 0.12 -4.23
C 2.79 1.35 -2.71
P 2.84 -3.32 0.40
N 3.27 -3.78 -1.07
H -0.02 -4.34 1.65
H -1.18 -3.80 2.91
H 0.10 -4.92 3.29
H 0.53 -2.73 4.19
H 1.81 -3.17 3.11
H 1.21 -0.86 2.98
H 1.87 -1.08 -1.27
H 3.54 0.28 0.34
H 3.46 -0.63 1.82
H 2.45 1.00 3.00
H 1.40 1.53 1.72
H 2.76 3.37 1.73
H 3.95 2.39 0.90
H 0.06 -3.69 -0.47
H -0.26 -2.48 -1.68
H -2.12 -3.18 0.94
H -1.42 0.53 -1.35
H 0.10 -0.03 -1.98
H -1.00 2.65 -1.60
H 1.86 2.57 -0.62
H 0.82 3.95 -0.93
H 0.36 2.83 0.34
H -0.44 2.11 -3.76
H 0.64 3.36 -3.24
H 1.97 2.07 -4.50
H 1.49 -0.68 -3.54
H 0.13 0.03 -4.37
H 1.73 -0.08 -5.16
H 3.30 2.30 -2.59
H 2.51 0.99 -1.72
H 3.52 0.65 -3.13
H 3.93 -3.08 1.28
H 2.15 -4.39 1.03
H 4.27 -3.69 -1.20
C -5.18 0.22 0.00
C -4.93 1.63 0.48
C -4.05 1.76 1.70
O -4.53 2.99 2.29
C -5.82 3.15 1.91
O -6.56 3.97 2.36
O -6.15 2.25 0.95
H -5.95 0.21 -0.76
H -4.26 -0.20 -0.41
H -5.51 -0.41 0.83
H -4.54 2.25 -0.33
H -2.99 1.83 1.48
H -4.22 0.95 2.42
*
```

HOMO level, eV: -4.83
Energy above the lowest of the compared OMol25 structures with the same formula, charge and spin, kJ/mol: 0.0

Entry from the OMol25 dataset: a 6-piece molecular cluster, C18H40ClINO10 overall (the ωB97M-V functional and the def2-TZVPD basis).

Structure (ORCA input):
```
! RIJCOSX wB97M-V def2-TZVPD def2/J DEFGRID3
* xyz 1 1
C -2.44 -1.81 -0.05
C -1.58 -1.94 -1.32
C -0.46 -0.91 -1.42
Cl 0.84 -1.42 -2.53
C 0.15 -0.46 -0.12
N 0.02 0.85 0.15
C 0.47 1.43 1.27
C 1.10 0.67 2.23
C 1.27 -0.70 2.00
C 0.78 -1.27 0.82
I 1.09 -3.32 0.61
H -2.15 -2.55 0.69
H -2.39 -0.83 0.42
H -3.48 -1.97 -0.31
H -1.15 -2.93 -1.38
H -2.21 -1.81 -2.19
H -0.89 -0.02 -1.89
H -0.45 1.43 -0.54
H 0.29 2.49 1.39
H 1.43 1.11 3.15
H 1.77 -1.33 2.72
C -3.14 0.73 4.52
C -2.01 0.56 5.51
O -1.00 1.54 5.25
O -2.63 0.65 3.19
H -3.89 -0.05 4.64
H -3.61 1.71 4.66
H -1.53 -0.41 5.36
H -2.36 0.62 6.54
H -1.34 2.40 5.53
H -1.78 1.11 3.23
C -3.62 4.13 -2.56
C -2.88 3.00 -1.87
O -1.67 3.50 -1.27
O -2.79 4.74 -3.54
H -4.51 3.76 -3.06
H -3.92 4.89 -1.82
H -2.57 2.26 -2.61
H -3.51 2.52 -1.12
H -1.92 4.05 -0.52
H -1.90 4.79 -3.17
C 6.16 -3.56 -1.62
C 5.09 -3.91 -0.61
O 4.98 -2.87 0.37
O 7.41 -3.35 -0.99
H 6.28 -4.36 -2.34
H 5.87 -2.64 -2.16
H 5.38 -4.80 -0.06
H 4.13 -4.07 -1.09
H 4.60 -2.10 -0.06
H 7.23 -2.88 -0.17
C -3.51 3.91 -7.85
C -2.73 2.83 -7.13
O -1.54 3.37 -6.56
O -2.72 4.52 -8.85
H -4.39 3.49 -8.33
H -3.82 4.67 -7.13
H -2.40 2.07 -7.84
H -3.34 2.35 -6.36
H -1.80 3.94 -5.82
H -1.83 4.59 -8.49
C 3.13 -3.75 5.96
C 3.65 -3.31 4.61
O 3.09 -2.03 4.26
O 1.71 -3.83 5.95
H 3.51 -4.74 6.21
H 3.44 -3.04 6.74
H 3.34 -4.00 3.84
H 4.74 -3.25 4.61
H 3.48 -1.37 4.83
H 1.40 -3.07 5.44
*
```

HOMO level, eV: -11.51
Energy above the lowest of the compared OMol25 structures with the same formula, charge and spin, kJ/mol: 0.0

Entry from the OMol25 dataset: C18H40IN2 as an isolated structure at a distorted geometry (the ωB97M-V functional and the def2-TZVPD basis).

Structure (ORCA input):
```
! RIJCOSX wB97M-V def2-TZVPD def2/J DEFGRID3
* xyz 1 1
I 0.22 1.95 0.98
C 0.35 0.45 -2.57
C 1.73 -0.29 -2.38
C 2.51 0.11 -1.10
C 2.00 -0.61 0.16
N 2.92 -0.50 1.44
C 2.19 -1.07 2.68
C 2.93 -0.38 3.88
C 3.24 1.03 3.35
C 3.16 0.97 1.81
C 4.26 -1.29 1.20
H 0.33 1.46 -2.97
H -0.32 0.46 -1.70
H -0.28 0.00 -3.34
H 2.39 -0.08 -3.22
H 1.67 -1.37 -2.47
H 2.33 1.18 -1.02
H 3.57 -0.02 -1.32
H 1.81 -1.68 0.04
H 1.03 -0.22 0.45
H 2.31 -2.15 2.66
H 1.15 -0.76 2.63
H 3.88 -0.88 4.06
H 2.42 -0.28 4.84
H 4.27 1.31 3.60
H 2.64 1.83 3.79
H 4.02 1.21 1.19
H 2.36 1.63 1.46
H 4.69 -0.92 0.27
H 4.04 -2.32 0.93
H 4.93 -1.09 2.04
C -1.03 2.99 -3.26
C -2.31 2.33 -2.84
C -2.07 1.51 -1.50
C -3.32 0.71 -1.08
N -3.02 -0.38 0.01
C -2.10 -1.45 -0.65
C -2.09 -2.72 0.27
C -3.48 -2.68 0.93
C -4.19 -1.27 0.53
C -2.29 0.32 1.18
H -0.51 3.60 -2.53
H -1.36 3.58 -4.11
H -0.27 2.33 -3.67
H -2.69 1.71 -3.66
H -3.08 3.07 -2.63
H -1.80 2.25 -0.75
H -1.13 0.96 -1.60
H -3.77 0.13 -1.88
H -4.09 1.34 -0.64
H -1.12 -0.98 -0.70
H -2.70 -1.62 -1.54
H -1.32 -2.51 1.02
H -1.66 -3.60 -0.20
H -3.35 -2.93 1.98
H -4.10 -3.44 0.44
H -4.74 -0.73 1.30
H -4.83 -1.52 -0.32
H -1.27 0.57 0.89
H -2.21 -0.43 1.97
H -2.85 1.14 1.63
*
```

HOMO level, eV: -9.88
Energy above the lowest of the compared OMol25 structures with the same formula, charge and spin, kJ/mol: 477.5

Entry from the OMol25 dataset: C18H40IrN5P3S as an isolated structure at a distorted geometry (the ωB97M-V functional and the def2-TZVPD basis).

Structure (ORCA input):
```
! RIJCOSX wB97M-V def2-TZVPD def2/J DEFGRID3
* xyz 4 6
Ir 0.07 0.08 -0.28
P -1.43 -1.26 -1.45
P -0.34 -0.78 1.85
P 1.88 -1.30 -0.55
H 3.51 5.90 -3.44
C 4.04 5.18 -4.09
C 3.41 4.69 -5.16
H 2.31 4.80 -5.23
C -3.04 -0.41 -1.61
C -1.80 -2.88 -0.68
C -0.90 -1.61 -3.17
C 0.42 0.44 3.01
C -2.08 -0.89 2.43
C 0.29 -2.45 2.29
C 2.98 -0.99 -2.01
C 1.70 -3.09 -0.85
C 3.10 -1.23 0.82
H 5.09 4.95 -3.87
H 3.96 4.20 -5.98
H -3.00 0.28 -2.46
H -3.26 0.17 -0.70
H -3.84 -1.15 -1.78
H -2.02 -2.77 0.39
H -0.94 -3.56 -0.83
H -2.68 -3.28 -1.21
H -1.13 -0.73 -3.80
H -1.46 -2.49 -3.50
H 0.18 -1.82 -3.23
H 0.34 0.13 4.06
H -0.08 1.41 2.91
H 1.48 0.59 2.77
H -2.09 -0.99 3.53
H -2.61 -1.74 1.99
H -2.63 0.02 2.15
H 0.15 -2.67 3.36
H 1.35 -2.58 2.07
H -0.25 -3.22 1.73
H 3.80 -1.73 -1.96
H 3.41 0.02 -1.99
H 2.44 -1.13 -2.95
H 2.71 -3.48 -1.06
H 1.10 -3.28 -1.74
H 1.29 -3.65 0.00
H 3.98 -1.80 0.49
H 2.77 -1.66 1.77
H 3.42 -0.20 1.01
C 1.33 2.77 -1.90
C 2.35 2.89 -0.92
C 3.00 4.11 -0.76
C 2.46 5.28 -1.32
C 1.35 5.20 -2.18
C 0.85 3.95 -2.53
S 0.69 1.28 -2.47
H 1.65 0.58 -0.56
H 2.64 2.01 -0.34
H 3.95 4.11 -0.21
H 2.91 6.26 -1.20
H 0.95 6.11 -2.65
H 0.10 3.82 -3.31
N -4.01 3.31 0.98
N -2.70 2.87 1.07
N -1.65 3.73 1.20
C -0.62 2.93 0.90
N -1.03 1.71 0.45
N -2.38 1.66 0.59
H -4.67 2.56 1.18
H -4.14 4.14 1.55
H 0.42 3.27 0.97
*
```

HOMO level (alpha / beta), eV: -16.83 / -20.46
Energy above the lowest of the compared OMol25 structures with the same formula, charge and spin, kJ/mol: 160.0